# 1
A structure of composition C52H54BrN6ORe. Source: the OMol25 dataset; level of theory: ωB97M-V/def2-TZVPD.

## Properties
Charge: +1
HOMO-LUMO gap (spin up / spin down) in eV: 5.484 / 5.480
Multiplicity: 2
HOMO (spin up / spin down) in hartree: -0.3379 / -0.3379
E in eV: -137958.332

```
115
Properties=species:S:1:pos:R:3:forces:R:3:lowdin_spin:R:1
Re -0.055854 0.456616 0.531458 0.05 0.11 0.36 0.00
C -2.331858 -5.562705 0.860930 0.01 0.00 0.01 0.00
C -3.017945 -4.318424 0.286955 0.05 0.01 -0.01 0.00
C -2.042635 -3.234828 -0.054893 -0.15 -0.03 -0.03 0.00
C -1.481729 -2.955026 -1.303202 0.07 0.06 -0.04 0.00
C -1.886075 -3.641982 -2.579539 0.01 -0.04 0.01 0.00
C -1.134790 -4.946454 -2.863989 0.00 0.01 -0.01 0.00
C -0.601631 -1.871503 -1.091587 0.01 -0.02 0.11 0.01
C 0.309432 -1.053047 -1.957692 0.02 -0.01 -0.17 0.04
C 1.666580 -1.024346 -1.319212 0.16 -0.08 -0.16 0.02
C 2.950968 -1.503657 -1.696415 -0.27 -0.08 -0.05 0.00
C 3.272936 -2.526109 -2.743780 -0.03 0.03 0.00 0.00
C 2.761362 -3.913420 -2.350656 0.01 -0.01 0.01 0.00
C 3.849256 -0.894829 -0.842196 0.09 0.14 0.07 0.00
C 3.099026 -0.047066 0.007323 -0.28 -0.28 -0.15 0.00
C 3.514862 1.023453 0.740948 0.07 0.29 0.19 0.00
C 2.637715 1.841388 1.431576 0.25 -0.19 -0.02 0.00
N 1.326490 1.516263 1.672361 -0.04 0.21 0.03 0.00
C 0.909242 2.449402 2.615264 0.10 -0.13 -0.05 0.00
C -0.169464 2.240279 3.428211 -0.05 0.15 0.09 0.00
C -0.865430 1.046241 3.448891 -0.08 0.00 -0.04 0.00
N -0.751388 0.099795 2.465741 -0.04 -0.05 0.28 0.00
C -1.574084 -0.938925 2.888852 -0.11 0.04 -0.11 0.00
C -1.941833 -2.029808 2.142225 -0.04 -0.02 0.10 0.00
C -1.553951 -2.274945 0.841004 0.30 0.02 0.07 0.00
N -0.636806 -1.459640 0.200022 -0.31 -0.24 -0.10 0.00
C -2.153273 -0.626428 4.170750 -0.02 -0.10 -0.01 0.00
C -1.742023 0.623733 4.501095 0.10 0.04 0.06 0.00
C -2.050502 1.407921 5.738720 0.01 0.04 -0.03 0.00
C -0.928808 1.335563 6.778482 0.01 -0.01 0.00 0.00
C -3.100604 -1.497603 4.936572 0.01 0.00 -0.04 0.00
C -4.562105 -1.179814 4.606956 0.00 0.00 -0.02 0.00
C 1.915004 3.452770 2.829181 -0.12 0.03 0.02 0.00
C 3.006880 3.046038 2.128285 0.07 0.00 -0.09 0.00
C 4.375438 3.651961 2.084701 -0.02 0.01 0.01 0.00
C 5.328694 3.055531 3.124887 0.00 -0.02 0.01 0.00
C 1.756563 4.616148 3.759423 0.02 -0.03 0.00 0.00
C 2.119515 4.288754 5.211075 0.00 -0.01 0.00 0.00
N 1.729295 -0.227112 -0.250936 0.42 -0.07 -0.01 0.00
C 5.345617 -0.965649 -0.881158 -0.03 0.01 0.01 0.00
C 5.951206 0.042008 -1.862788 -0.01 0.00 -0.01 0.00
H -3.048293 -6.370020 1.013728 -0.01 0.01 0.01 0.00
H -1.863023 -5.339220 1.820801 0.01 0.01 -0.02 0.00
H -1.549571 -5.922584 0.192038 -0.01 0.00 -0.01 0.00
H -3.746816 -3.943653 1.009252 -0.03 0.00 -0.01 0.00
H -3.588706 -4.587845 -0.603556 0.01 -0.02 0.00 0.00
H -1.787414 -2.962806 -3.424366 -0.02 0.03 0.02 0.00
H -2.955720 -3.850779 -2.513028 0.00 -0.04 -0.02 0.00
H -0.059606 -4.825373 -2.724544 -0.04 -0.01 -0.05 0.00
H -1.308038 -5.284097 -3.886515 -0.03 0.00 0.02 0.00
H -1.460769 -5.742231 -2.193898 0.02 0.02 0.04 0.00
H -1.138536 0.466679 -2.044815 -0.04 0.00 0.09 0.00
H 4.354097 -2.560210 -2.884782 0.00 0.00 0.00 0.00
H 2.850255 -2.234159 -3.706045 0.00 0.01 0.01 0.00
H 3.257506 -4.265561 -1.445251 0.00 0.00 0.00 0.00
H 2.938951 -4.640188 -3.144011 0.00 0.00 0.01 0.00
H 1.689765 -3.888904 -2.140924 0.05 0.03 0.01 0.00
H 4.570395 1.264782 0.763375 -0.02 0.00 -0.01 0.00
H -0.393493 2.975096 4.190971 0.02 -0.01 -0.01 0.00
H -2.646496 -2.717586 2.593826 0.01 0.01 -0.01 0.00
H -2.976363 1.031178 6.176940 -0.01 0.00 -0.01 0.00
H -2.249308 2.451488 5.474885 0.00 -0.01 0.00 0.00
H -0.748167 0.302223 7.078343 -0.01 0.01 0.00 0.00
H -1.180986 1.909980 7.670113 0.00 0.00 -0.02 0.00
H 0.007584 1.726373 6.376012 -0.01 -0.01 0.00 0.00
H -2.924252 -1.362013 6.005296 -0.02 0.02 0.00 0.00
H -2.895276 -2.549973 4.732650 0.01 -0.01 0.01 0.00
H -4.788256 -0.133667 4.821407 0.00 -0.01 0.00 0.00
H -5.241909 -1.801620 5.189638 0.01 0.00 0.00 0.00
H -4.768920 -1.351466 3.548131 0.00 0.00 0.01 0.00
H 4.290661 4.730065 2.235835 0.02 0.00 0.03 0.00
H 4.799243 3.519036 1.086419 -0.01 0.02 -0.01 0.00
H 4.987466 3.268191 4.137693 -0.01 -0.01 -0.01 0.00
H 6.331889 3.466778 3.012834 -0.01 0.01 0.00 0.00
H 5.393362 1.970614 3.022833 0.00 0.01 -0.01 0.00
H 0.724235 4.974289 3.716962 0.01 0.01 -0.02 0.00
H 2.377824 5.440883 3.403790 0.01 0.00 0.01 0.00
H 1.530790 3.448726 5.583847 0.01 0.01 0.00 0.00
H 1.935401 5.144369 5.860778 0.00 0.00 -0.01 0.00
H 3.170828 4.015983 5.300495 -0.01 0.00 -0.01 0.00
H 5.653498 -1.974202 -1.162367 -0.01 -0.01 0.01 0.00
H 5.745590 -0.800411 0.121371 0.01 0.01 -0.01 0.00
H 5.545991 -0.108130 -2.865128 0.01 0.00 0.00 0.00
H 7.035264 -0.060970 -1.914444 -0.01 0.00 0.01 0.00
H 5.721156 1.067466 -1.566250 -0.01 -0.01 -0.01 0.00
Br -4.467451 5.329404 3.608150 0.00 0.01 0.01 0.00
C -3.719073 3.950442 2.556423 -0.05 -0.10 0.01 0.00
C -4.273592 2.666051 2.601648 0.00 0.05 0.01 0.00
C -3.736590 1.643720 1.852699 -0.02 -0.04 -0.01 0.00
C -2.595561 1.852568 1.063737 -0.12 -0.15 0.08 0.00
O -2.080550 0.840901 0.383291 0.01 0.09 -0.33 0.00
C -2.065491 3.154808 1.016695 0.04 0.16 -0.02 0.00
C -0.975445 3.392808 0.112772 0.00 0.04 -0.06 -0.01
N -0.158952 2.460057 -0.214966 0.04 0.19 0.01 0.00
C 0.677027 2.601861 -1.359783 -0.05 0.01 0.10 0.00
C 1.432046 3.723348 -1.638177 0.00 0.05 0.04 0.07
C 2.131941 3.764377 -2.838988 0.02 -0.03 -0.04 -0.01
C 2.039216 2.715058 -3.727921 0.02 0.09 0.04 0.07
C 1.283461 1.557183 -3.450624 0.02 -0.15 -0.10 0.02
C 1.207619 0.562347 -4.489812 -0.01 0.04 0.04 0.34
C 0.729886 -0.748445 -4.452784 0.03 0.02 -0.05 0.02
C 0.335010 -1.494864 -3.383669 -0.04 0.08 0.07 0.30
N -0.175914 0.392560 -1.711173 0.09 0.00 -0.09 0.02
C 0.631808 1.506998 -2.215098 -0.15 -0.21 -0.05 0.07
C -2.647269 4.205105 1.740580 0.06 -0.03 -0.04 0.00
H -5.134666 2.481242 3.230795 0.00 0.00 0.00 0.00
H -4.158076 0.646744 1.881777 -0.01 0.03 0.01 0.00
H -0.890115 4.360772 -0.381184 -0.02 0.00 0.00 0.00
H 1.479387 4.537935 -0.926381 0.00 -0.01 -0.01 0.00
H 2.739841 4.625622 -3.080612 0.00 -0.01 0.00 0.00
H 2.563223 2.764819 -4.673914 0.00 0.01 0.01 0.00
H 1.601373 0.887770 -5.444870 0.00 0.03 0.01 0.02
H 0.745201 -1.264691 -5.406672 0.00 -0.01 0.01 -0.01
H 0.126425 -2.540057 -3.555048 0.00 0.04 0.02 0.01
H -2.232740 5.203687 1.671523 0.00 -0.01 0.00 0.00
```
Forces are in eV/Å.

***

# 2
An isolated molecule of C6H11N3O. Source: the OMol25 dataset; level of theory: ωB97M-V/def2-TZVPD.

## Properties
Charge: 0
HOMO-LUMO gap in eV: 9.250
HOMO in hartree: -0.3498
E in eV: -12914.121

```
21
Properties=species:S:1:pos:R:3:forces:R:3:lowdin_charge:R:1
C 1.360792 1.981108 0.880021 0.68 -1.08 -0.31 0.01
C 2.272387 1.661999 -0.351103 -2.63 0.74 0.10 -0.51
C 0.379853 -1.443726 0.436708 -0.73 -0.54 4.27 -0.04
C -1.775811 -0.383650 0.993393 -0.31 0.13 0.15 -0.04
C -1.240892 -0.963315 -1.275995 -0.48 -1.93 -4.84 -0.08
C -0.672161 -0.507948 -0.044153 -0.80 0.42 2.05 -0.75
N 0.212770 1.413565 0.895072 1.12 1.18 0.23 0.03
N 1.542447 0.836967 -1.145180 -1.19 -1.64 4.17 0.21
N -0.199297 0.818217 -0.199549 3.69 2.29 -1.25 0.07
O 3.338157 2.193238 -0.519613 0.60 -0.09 -0.02 0.07
H 1.825980 2.592930 1.658762 -0.74 -0.18 -0.06 0.12
H 1.269620 -1.173081 -0.019393 1.75 -0.46 -1.32 0.04
H 0.625045 -1.298420 1.610642 -0.83 -0.28 -2.53 0.14
H -0.048032 -2.447652 0.314609 0.93 0.05 -0.05 0.09
H -2.566856 0.324128 0.723236 -0.28 -0.71 -0.54 0.10
H -1.317070 0.170265 1.773981 0.21 -0.38 1.48 0.05
H -2.080442 -1.411544 1.240096 -0.32 0.65 0.19 0.11
H -2.132169 -0.425324 -1.713387 0.95 -0.27 0.89 0.11
H -0.424369 -0.913959 -2.093743 -1.24 -0.30 1.02 0.11
H -1.527351 -2.057865 -1.178221 0.25 1.30 -0.23 0.11
H 1.157399 1.034067 -1.986184 -0.62 1.10 -3.41 0.05
```
Forces are in eV/Å.

***

# 3
An isolated molecule of C5H8OS. Source: the OMol25 dataset; level of theory: ωB97M-V/def2-TZVPD.

## Properties
Charge: 0
HOMO-LUMO gap in eV: 9.548
SMILES: S[C@H]1[C@H]2COC[C@@H]12
HOMO in hartree: -0.3181
E in eV: -18195.917

```
15
Properties=species:S:1:pos:R:3:forces:R:3:lowdin_charge:R:1
C 0.972804 0.248243 0.648519 0.33 -1.20 -0.90 -0.60
C 1.086863 -0.319429 -0.753651 -1.57 0.25 -0.09 -0.19
C -0.104006 -0.133069 -1.726288 0.83 -0.64 0.64 -0.14
C -0.926883 -1.395528 0.051505 0.67 -1.98 -0.23 -0.20
C 0.554054 -1.159367 0.367001 -1.08 -0.70 0.21 -0.22
H -1.034259 1.423276 0.322233 -0.14 -0.15 -0.19 -0.13
H 1.936337 0.218864 1.120564 0.26 0.57 0.34 0.09
H 2.056910 -0.430689 -1.143357 0.98 -0.27 -0.54 0.12
H -0.146487 0.888250 -2.127738 -0.51 -0.19 0.32 0.12
H -0.048110 -0.837622 -2.572706 0.35 0.22 0.14 0.12
H -1.087640 -2.492618 -0.282634 0.42 1.44 0.21 0.14
H -1.629002 -1.271872 0.868994 0.07 0.36 0.31 0.12
H 1.064896 -2.007443 0.803484 0.24 0.14 0.01 0.14
O -1.250233 -0.489480 -0.952149 -0.59 1.27 -0.84 -0.17
S -0.037985 1.561287 1.194115 -0.27 0.88 0.60 0.79
```
Forces are in eV/Å.

***

# 4
An isolated molecule of CH3NO4S2. Source: the OMol25 dataset; level of theory: ωB97M-V/def2-TZVPD.

## Properties
Charge: 0
HOMO-LUMO gap in eV: 10.418
HOMO in hartree: -0.4115
E in eV: -32432.509

```
11
Properties=species:S:1:pos:R:3:forces:R:3:lowdin_charge:R:1
C 0.623437 -0.133463 0.072125 -0.39 -1.39 -1.48 -0.29
N -1.830043 0.277926 0.057015 1.58 1.09 1.02 -0.18
O -0.846378 -0.390967 -2.171668 0.02 -0.88 -1.04 -0.28
O -0.401395 1.884809 -1.288598 -0.14 -1.04 0.16 -0.28
O -0.010976 1.997809 1.577700 -0.03 -0.11 -0.17 -0.23
O -0.383634 -0.305124 2.465739 0.04 0.24 -0.01 -0.27
S -0.663285 0.485710 -1.081981 -0.66 0.91 0.19 0.48
S -0.207772 0.610928 1.389225 -2.33 -0.88 0.77 0.71
H 0.284889 -1.240234 0.230458 1.42 1.82 -0.47 0.14
H 1.639246 0.162937 -0.260313 -0.52 -0.44 0.75 0.12
H -2.374002 -0.611003 0.023885 1.00 0.69 0.26 0.09
```
Forces are in eV/Å.

***

The records above yield ΔE to the lowest compared entry with this formula, charge and spin values of 99.7 475.2 133.7 2.4 kJ/mol, respectively.
The records above yield strongest force on any atom values of 0.424 5.231 2.105 2.610 eV Å⁻¹, respectively.